[1]
DFT (the ωB97M-V functional and the def2-TZVPD basis) results for one molecule with the formula C12H18O3 at a distorted geometry.

Calculated values
LUMO level = 0.028 Ha
Relative energy (zero: lowest compared OMol25 entry of this formula, charge and spin) = 123.5 kcal/mol
Largest force on an atom = 4.20 eV/Å
SMILES = C#C[C@](O)(/C=C/CO)C1(O)CCCCC1
E = -693.59699 a.u.
E_HOMO = -0.3286 Eh
Gap between HOMO and LUMO = 9.693 eV

Structure (XYZ):
```
33
Properties=species:S:1:pos:R:3:forces:R:3
C -1.23765 3.48153 0.43370 0.8 -1.7 0.4
C -1.09729 2.27459 0.36503 0.3 1.7 -1.0
C -0.92086 0.83339 0.14494 1.6 -1.0 -1.4
O -1.95835 0.28339 -0.62190 -0.4 -0.3 0.1
C -0.93797 0.26917 1.49156 -0.3 -0.1 3.0
C -1.84044 -0.51849 2.07742 -2.1 -0.5 -0.1
C -2.06827 -0.77836 3.59214 0.9 1.6 0.1
O -3.11664 0.06008 4.15438 -0.2 -0.8 0.5
C 0.61249 0.24567 -0.59201 -2.7 2.3 2.2
O 1.65721 0.56201 0.40779 -1.0 0.0 -2.1
C 0.84863 0.90277 -1.97427 0.9 -1.5 1.3
C 2.23075 0.41955 -2.45103 -1.6 -0.7 0.3
C 2.16427 -1.08394 -2.64871 -0.3 -0.2 -1.8
C 1.85362 -1.75541 -1.28973 -1.3 1.5 -1.1
C 0.41042 -1.23175 -0.72804 3.2 -2.1 -0.1
H -1.09215 4.50370 0.69973 -0.4 0.1 -0.2
H -2.03764 0.77524 -1.43657 0.0 0.3 -0.3
H -0.24964 0.77845 2.18373 0.0 -0.3 -0.4
H -2.69270 -0.92082 1.44146 1.2 0.5 0.7
H -2.32077 -1.76462 3.80782 -0.8 -2.0 -0.4
H -1.17593 -0.68655 4.22772 0.3 0.7 -0.5
H -3.47732 -0.38950 4.97292 0.7 0.7 -1.5
H 1.42725 0.02570 1.16669 0.0 -0.2 0.3
H 0.73025 1.94791 -2.00913 0.3 1.5 0.7
H 0.07986 0.58548 -2.66450 -0.3 -0.7 -0.2
H 2.92500 0.45529 -1.66182 1.1 1.2 1.0
H 2.49591 1.02581 -3.27506 0.7 0.2 -1.1
H 1.30375 -1.25366 -3.38255 1.2 -0.4 0.7
H 3.14450 -1.45027 -3.11824 -1.4 0.2 0.7
H 1.77227 -2.80515 -1.53148 0.4 -0.5 0.8
H 2.63115 -1.37080 -0.59513 -0.4 -1.1 -0.2
H -0.37354 -1.58255 -1.38809 -0.1 0.5 -0.2
H 0.30985 -1.83786 0.20121 -0.3 1.0 -0.2
```
Forces are in eV/Å.

=====

[2]
DFT (the ωB97M-V functional and the def2-TZVPD basis) results for C12H19BeGeNO4Se as an isolated structure at a distorted geometry.

Calculated values
LUMO level (spin up / spin down) = -0.041 / -0.041 Ha
Relative energy (zero: lowest compared OMol25 entry of this formula, charge and spin) = 0.0 kcal/mol
Largest force on an atom = 4.24 eV/Å
E = -5317.46856 a.u.
E_HOMO (spin up / spin down) = -0.2729 / -0.2729 Eh
Gap between HOMO and LUMO (spin up / spin down) = 6.321 / 6.320 eV

Structure (XYZ):
```
39
Properties=species:S:1:pos:R:3:forces:R:3
Be -0.03632 0.27414 1.67371 -0.1 1.7 -0.6
O -2.61742 -2.00326 3.06111 0.6 0.6 -1.5
C -1.61282 -1.17046 2.74821 -1.1 -0.9 1.1
O -1.24312 -0.93076 1.60561 -0.9 -1.0 0.7
C -0.87412 -0.56416 3.84051 -0.6 0.0 0.5
C -0.70772 -1.03626 5.12621 0.3 0.2 0.4
C 0.44348 -0.61206 5.80041 0.1 0.1 -0.2
C 1.41308 0.13124 5.11031 -0.5 -0.1 0.3
C 1.12398 0.51904 3.81121 -0.3 0.4 0.6
N -0.08372 0.32924 3.27411 2.3 -2.1 1.8
C 2.12108 0.81984 2.74161 3.7 1.6 1.1
O 3.28108 1.22324 3.06511 -3.1 -1.2 -1.0
O 1.64868 0.55284 1.58681 -0.4 -0.1 -0.1
H -2.90552 -2.28896 2.16891 -0.4 -0.3 0.5
H -1.37732 -1.77286 5.54831 0.0 0.1 0.0
H 0.65498 -0.97016 6.80311 -0.1 0.0 -0.1
H 2.40178 0.30744 5.52041 -0.1 0.0 -0.1
C -0.76132 -0.85666 -5.29579 -0.3 -0.2 -0.4
Ge 0.18848 -0.19886 -3.73329 0.4 0.1 -0.2
C 0.68138 1.65954 -4.02119 0.1 0.5 0.0
C 1.79668 -1.25826 -3.46799 0.4 -0.3 0.2
C -0.96672 -0.35656 -2.17509 -0.9 -0.8 0.1
Se -0.03632 0.27414 -0.57939 0.4 1.4 -2.5
C -0.95702 1.99124 -0.57749 0.1 1.2 -0.4
H -0.10682 -0.77306 -6.18739 -0.5 -0.1 0.4
H -1.67862 -0.25246 -5.45089 0.5 -0.4 -0.1
H -1.03922 -1.91896 -5.13789 0.1 0.6 -0.2
H 1.32988 1.73344 -4.91799 -0.4 0.1 0.5
H 1.23178 2.03824 -3.13579 -0.3 -0.1 -0.5
H -0.23532 2.26444 -4.17619 0.6 -0.2 0.0
H 2.44488 -1.17446 -4.36419 -0.3 -0.1 0.5
H 1.51668 -2.31996 -3.31069 0.3 0.5 -0.1
H 2.34428 -0.88356 -2.57919 -0.2 -0.3 -0.5
H -1.25992 -1.41536 -2.02289 0.1 0.5 -0.1
H -1.90032 0.21924 -2.34139 0.5 -0.3 0.3
H -0.82152 2.50324 -1.55179 -0.2 -0.5 0.3
H -0.50232 2.63174 0.20571 -0.3 -0.6 -0.6
H -2.03132 1.84994 -0.33869 0.7 0.0 -0.1
H -0.86752 1.43484 1.67371 0.0 0.0 0.0
```
Forces are in eV/Å.

=====

[3]
DFT (the ωB97M-V functional and the def2-TZVPD basis) results for an isolated ion of composition C12H19BrFNO5PS and charge +1 at a distorted geometry.

Calculated values
LUMO level = -0.210 Ha
Charge = +1
Largest force on an atom = 4.86 eV/Å
E = -4312.68439 a.u.
E_HOMO = -0.4707 Eh
Gap between HOMO and LUMO = 7.093 eV

Structure (XYZ):
```
41
Properties=species:S:1:pos:R:3:forces:R:3
C 3.93654 0.78189 1.67265 0.1 -0.2 -0.7
C 3.33880 -0.66590 2.00296 -1.7 0.2 3.6
O 2.73659 -0.79495 3.09991 2.2 0.2 -4.4
O 3.48113 -1.77820 1.12704 -0.9 1.7 0.6
C 2.35444 -1.88541 0.21084 0.6 0.6 -1.2
C 2.61098 -0.89324 -1.04310 -0.5 -0.6 0.0
C 1.51832 -1.25973 -2.16579 -0.5 2.1 0.0
C 0.43000 -0.03833 -2.17417 -0.2 -1.0 -1.0
C -0.63010 -0.25534 -0.95964 1.0 1.4 0.1
S -0.05771 0.97021 0.36557 -2.5 1.6 -1.8
C -1.20901 2.23326 -0.37091 0.9 -2.4 1.0
P -0.86665 4.05991 0.08172 0.6 2.3 -0.3
O 0.81686 4.36914 0.05668 -2.5 -2.6 1.0
Br -1.43875 4.14395 2.30164 0.5 -0.7 -1.3
N -2.18924 1.74271 -1.16326 3.4 0.8 2.3
C -2.11756 0.25276 -1.20761 -2.0 -2.2 -2.3
F -2.46882 -0.06349 -2.58853 0.8 0.6 1.9
C -3.34022 -0.40408 -0.41540 0.3 0.4 0.6
C -3.21684 -0.34199 1.18490 -1.5 -0.8 0.5
C -2.83344 -1.79358 1.77058 2.2 -1.5 0.7
O -1.67912 -2.16454 2.04479 -3.7 1.8 -1.0
O -3.89357 -2.73963 2.00739 1.4 1.9 -1.3
H 3.10833 1.57385 1.79027 1.1 -1.4 -0.1
H 4.35986 0.84075 0.60323 -0.5 -0.1 1.8
H 4.73759 1.05952 2.44240 -1.1 -0.6 -1.1
H 1.37226 -1.66879 0.75520 1.2 -0.3 -0.6
H 2.31889 -2.94298 -0.21296 0.2 1.3 0.9
H 3.67865 -0.98113 -1.45758 -1.6 -0.2 0.8
H 2.48560 0.20714 -0.73372 0.2 -1.6 -0.4
H 1.95241 -1.25885 -3.23331 -0.6 -0.4 1.8
H 0.92544 -2.21683 -1.94119 1.2 1.2 -0.5
H 0.94653 0.99174 -2.12021 -0.8 -1.7 0.1
H -0.06188 -0.08208 -3.20583 0.2 0.1 1.6
H -0.46468 -1.25325 -0.43556 -1.0 1.1 -1.0
H 1.23117 3.67794 0.63587 0.2 0.9 -0.5
H -2.86837 2.36572 -1.64428 0.5 -0.9 0.3
H -3.42914 -1.49237 -0.74432 0.2 1.6 0.2
H -4.29014 0.16284 -0.71719 1.5 -0.9 0.2
H -4.27517 -0.12700 1.59435 1.7 -0.3 -0.6
H -2.55445 0.49345 1.58120 -0.6 -1.4 -0.5
H -4.45557 -2.82513 1.20537 0.2 0.3 0.8
```
Forces are in eV/Å.

=====

[4]
DFT (the ωB97M-V functional and the def2-TZVPD basis) results for C12H19Cl2CuN6O5S2 as an isolated structure at a distorted geometry.

Calculated values
LUMO level = 0.155 Ha
Charge = -2
Largest force on an atom = 1.65 eV/Å
E = -4530.73550 a.u.
E_HOMO = -0.0189 Eh
Gap between HOMO and LUMO = 4.737 eV

Structure (XYZ):
```
47
Properties=species:S:1:pos:R:3:forces:R:3
Cu -1.51847 -0.86246 -0.61513 0.7 -0.3 0.0
C 3.74861 -0.52516 -1.17685 -0.1 0.1 0.1
N 3.20834 -0.56212 0.16548 0.1 -0.1 0.2
C 4.03378 -1.26498 1.14157 -0.1 0.0 -0.1
C 1.80579 -0.68473 0.27686 0.2 0.1 -0.3
N 0.95994 -0.65032 -0.65381 0.0 -0.1 -0.1
N 1.39314 -0.75363 1.59999 0.0 -0.1 0.2
C 0.08004 -0.87485 2.07097 -0.2 -0.3 0.2
N 0.05258 -0.62078 3.47163 0.1 0.2 0.0
N -0.91584 -1.15798 1.36610 0.1 0.4 -0.2
H 4.77964 -0.17303 -1.12218 0.0 0.0 0.0
H 3.18194 0.19012 -1.77145 0.0 0.0 0.0
H 3.72523 -1.50332 -1.67186 0.0 0.0 -0.1
H 5.04182 -1.36265 0.74096 0.0 0.0 0.0
H 3.65670 -2.26906 1.35800 0.0 0.0 0.0
H 4.10967 -0.70053 2.07704 0.0 -0.1 0.0
H 1.29610 -0.68898 -1.60456 0.2 -0.1 0.1
H 2.05727 -0.49135 2.30308 0.0 0.1 0.0
H 0.61687 -1.28883 3.98245 -0.1 0.0 0.0
H -0.90602 -0.64929 3.79259 0.0 -0.1 0.0
H -1.83714 -1.06697 1.82711 0.1 -0.2 0.2
C -1.42706 5.48178 -1.07364 -0.1 -0.1 0.0
C -1.38468 3.97778 -1.04934 0.2 -0.1 0.1
C -0.66948 3.29665 -0.06679 0.0 0.1 0.0
C -0.58018 1.91882 -0.12416 0.1 -0.1 -0.1
N -1.16843 1.17817 -1.06265 -0.5 0.6 0.1
C -1.97505 1.82147 -1.90919 0.7 0.2 -0.5
C -2.03505 3.21015 -1.99660 -0.1 -0.1 0.1
H -0.64202 5.89458 -0.43842 0.0 0.1 0.0
H -2.38879 5.84833 -0.70714 0.0 0.0 0.0
H -1.28837 5.85880 -2.08898 0.0 0.0 0.0
H -0.16112 3.83418 0.72619 0.0 0.0 0.0
H 0.00798 1.37230 0.60185 0.0 0.0 0.0
H -2.47161 1.20630 -2.64638 -0.2 0.0 0.1
H -2.61349 3.67779 -2.78510 -0.1 0.0 0.0
Cl 2.14234 -3.99316 -1.17768 0.3 0.2 -0.2
C 0.73141 -4.61966 -0.29412 -0.8 0.1 -0.3
Cl 0.97067 -4.39338 1.45297 0.0 0.2 0.3
C -0.72457 -4.05467 -0.82849 0.8 -0.3 -0.4
O -1.54844 -4.95696 -0.67502 -0.2 0.1 0.2
O -0.74218 -2.94488 -1.37233 0.2 -0.4 0.3
H 0.72540 -5.69362 -0.44494 0.0 0.1 0.0
O -3.45379 -0.97668 -0.81631 -0.6 0.4 0.3
S -4.27699 0.01284 -0.03750 -1.5 0.2 -0.7
O -4.04496 1.39676 -0.49615 0.4 -0.2 -0.1
O -5.69294 -0.33256 -0.17834 0.1 -0.2 -0.1
S -3.85863 -0.06020 1.93027 0.4 -0.1 0.7
```
Forces are in eV/Å.

=====

> Among the records above, which one has the lowest largest force on an atom?

C12H19Cl2CuN6O5S2

=====

Please write out number 2 again, unchanged.
DFT (the ωB97M-V functional and the def2-TZVPD basis) results for C12H19BeGeNO4Se as an isolated structure at a distorted geometry.

Calculated values
LUMO level (spin up / spin down) = -0.041 / -0.041 Ha
Relative energy (zero: lowest compared OMol25 entry of this formula, charge and spin) = 0.0 kcal/mol
Largest force on an atom = 4.24 eV/Å
E = -5317.46856 a.u.
E_HOMO (spin up / spin down) = -0.2729 / -0.2729 Eh
Gap between HOMO and LUMO (spin up / spin down) = 6.321 / 6.320 eV

Structure (XYZ):
```
39
Properties=species:S:1:pos:R:3:forces:R:3
Be -0.03632 0.27414 1.67371 -0.1 1.7 -0.6
O -2.61742 -2.00326 3.06111 0.6 0.6 -1.5
C -1.61282 -1.17046 2.74821 -1.1 -0.9 1.1
O -1.24312 -0.93076 1.60561 -0.9 -1.0 0.7
C -0.87412 -0.56416 3.84051 -0.6 0.0 0.5
C -0.70772 -1.03626 5.12621 0.3 0.2 0.4
C 0.44348 -0.61206 5.80041 0.1 0.1 -0.2
C 1.41308 0.13124 5.11031 -0.5 -0.1 0.3
C 1.12398 0.51904 3.81121 -0.3 0.4 0.6
N -0.08372 0.32924 3.27411 2.3 -2.1 1.8
C 2.12108 0.81984 2.74161 3.7 1.6 1.1
O 3.28108 1.22324 3.06511 -3.1 -1.2 -1.0
O 1.64868 0.55284 1.58681 -0.4 -0.1 -0.1
H -2.90552 -2.28896 2.16891 -0.4 -0.3 0.5
H -1.37732 -1.77286 5.54831 0.0 0.1 0.0
H 0.65498 -0.97016 6.80311 -0.1 0.0 -0.1
H 2.40178 0.30744 5.52041 -0.1 0.0 -0.1
C -0.76132 -0.85666 -5.29579 -0.3 -0.2 -0.4
Ge 0.18848 -0.19886 -3.73329 0.4 0.1 -0.2
C 0.68138 1.65954 -4.02119 0.1 0.5 0.0
C 1.79668 -1.25826 -3.46799 0.4 -0.3 0.2
C -0.96672 -0.35656 -2.17509 -0.9 -0.8 0.1
Se -0.03632 0.27414 -0.57939 0.4 1.4 -2.5
C -0.95702 1.99124 -0.57749 0.1 1.2 -0.4
H -0.10682 -0.77306 -6.18739 -0.5 -0.1 0.4
H -1.67862 -0.25246 -5.45089 0.5 -0.4 -0.1
H -1.03922 -1.91896 -5.13789 0.1 0.6 -0.2
H 1.32988 1.73344 -4.91799 -0.4 0.1 0.5
H 1.23178 2.03824 -3.13579 -0.3 -0.1 -0.5
H -0.23532 2.26444 -4.17619 0.6 -0.2 0.0
H 2.44488 -1.17446 -4.36419 -0.3 -0.1 0.5
H 1.51668 -2.31996 -3.31069 0.3 0.5 -0.1
H 2.34428 -0.88356 -2.57919 -0.2 -0.3 -0.5
H -1.25992 -1.41536 -2.02289 0.1 0.5 -0.1
H -1.90032 0.21924 -2.34139 0.5 -0.3 0.3
H -0.82152 2.50324 -1.55179 -0.2 -0.5 0.3
H -0.50232 2.63174 0.20571 -0.3 -0.6 -0.6
H -2.03132 1.84994 -0.33869 0.7 0.0 -0.1
H -0.86752 1.43484 1.67371 0.0 0.0 0.0
```
Forces are in eV/Å.